Below is C6H11AgClF4N4O8S4 as an isolated structure, with properties calculated with the ωB97M-V functional and the def2-TZVPD basis.

Last column: Löwdin charge in e.
Cartesian coordinates (Å):
Ag (-2.9369, 2.0400, 0.6080)  0.848
C (4.8808, -1.9087, -2.6899)  -0.053
C (5.6781, -0.8648, -1.9177)  -0.205
N (4.8506, -0.2908, -0.9376)  -0.069
C (3.8426, 0.6901, -1.2574)  0.034
C (3.1713, 1.0482, -0.1200)  0.012
N (3.7740, 0.3595, 0.9252)  -0.080
C (4.7938, -0.4279, 0.4380)  0.035
C (3.2291, 0.2408, 2.3511)  0.061
H (4.2338, -2.4709, -2.0166)  0.092
H (5.5290, -2.6089, -3.2169)  0.080
H (4.3273, -1.5041, -3.5372)  0.085
H (5.8970, -0.0908, -2.6534)  0.130
H (6.5779, -1.2154, -1.4122)  0.133
H (3.7190, 0.9381, -2.3012)  0.137
H (2.3333, 1.6929, 0.1004)  0.147
H (5.4785, -1.0563, 0.9882)  0.158
H (3.8635, -0.4752, 2.8737)  0.092
H (2.1960, -0.0725, 2.2010)  0.110
H (3.3562, 1.2028, 2.8476)  0.102
Cl (-1.0152, 4.8270, 3.0703)  -0.861
N (-6.3293, 1.6681, 2.4186)  -0.291
S (-7.7575, 2.2440, 1.6769)  0.596
O (-8.3566, 3.4450, 2.2386)  -0.280
O (-8.6108, 1.2230, 1.0676)  -0.296
F (-6.9349, 2.7736, 0.3623)  -0.254
S (-7.0174, 1.1843, 3.6478)  0.417
O (-7.8301, -0.0161, 3.6383)  -0.299
O (-7.2802, 2.1482, 4.7596)  -0.331
F (-5.6965, 0.5362, 4.3566)  -0.256
N (-1.4238, -0.8111, -1.5146)  -0.286
S (-1.2475, -2.2383, -0.9983)  0.395
O (0.0663, -2.7887, -0.6693)  -0.333
O (-2.2649, -3.2018, -1.3133)  -0.276
F (-1.6939, -1.7993, 0.5022)  -0.254
S (-1.3486, -1.2551, -3.2048)  0.559
O (-2.6375, -1.5669, -3.8399)  -0.296
O (-0.1583, -1.8247, -3.8323)  -0.301
F (-1.2580, 0.2266, -3.6397)  -0.204

Calculated values
Kohn-Sham gap: 4.97 eV
net charge: -1
energy relative to the best compared isomer or geometry (same formula, charge and spin): 115.68 kcal/mol

Below is C30H29F6N5O7PbS3 as an isolated structure, with properties calculated with the ωB97M-V functional and the def2-TZVPD basis.

Last column: Löwdin charge in e.
Cartesian coordinates (Å):
Pb (0.9079, 0.2233, 0.0342)  1.456
O (2.3634, -1.8768, 0.3534)  -0.205
C (3.5608, -2.0872, 0.6917)  -0.395
C (4.2065, -3.3191, 0.3156)  -0.028
C (5.4673, -3.6479, 0.7250)  -0.127
C (6.2229, -2.7803, 1.5415)  -0.147
C (5.6557, -1.5785, 1.8873)  -0.096
C (4.3673, -1.1863, 1.4768)  -0.138
C (3.9771, 0.1480, 1.8784)  -0.118
N (2.9421, 0.8324, 1.5743)  -0.044
C (2.8835, 2.1970, 2.0808)  -0.229
C (1.4449, 2.5908, 2.3925)  -0.251
N (0.6884, 2.5475, 1.1609)  -0.050
C (-0.0533, 3.5302, 0.8374)  -0.108
C (-0.7886, 3.6913, -0.4001)  -0.156
C (-1.7848, 4.6766, -0.4334)  -0.088
C (-2.5297, 4.9396, -1.5612)  -0.152
C (-2.2455, 4.1960, -2.7241)  -0.131
C (-1.2646, 3.2394, -2.7406)  -0.022
C (-0.4809, 2.9241, -1.5772)  -0.407
O (0.4381, 2.0574, -1.6352)  -0.206
H (3.6270, -3.9806, -0.3172)  0.103
H (5.8975, -4.5944, 0.4112)  0.086
H (7.2209, -3.0434, 1.8673)  0.073
H (6.2222, -0.8798, 2.4985)  0.092
H (4.7245, 0.6316, 2.5277)  0.110
H (3.2553, 2.8710, 1.3011)  0.121
H (3.5156, 2.3218, 2.9707)  0.104
H (1.4181, 3.5854, 2.8605)  0.106
H (1.0207, 1.8641, 3.0925)  0.071
H (-0.1568, 4.3642, 1.5507)  0.118
H (-1.9752, 5.2376, 0.4788)  0.097
H (-3.3092, 5.6908, -1.5538)  0.076
H (-2.8168, 4.3829, -3.6289)  0.089
H (-1.0465, 2.6668, -3.6345)  0.112
C (-3.3132, -3.9402, 1.0370)  -0.077
C (-3.2579, -3.3099, 2.4239)  -0.231
N (-2.0079, -2.6222, 2.7179)  -0.141
C (-0.9591, -3.3760, 3.3959)  -0.275
C (0.0663, -3.9966, 2.4525)  -0.081
C (-1.7979, -1.3586, 2.2389)  -0.731
S (-0.3129, -0.5856, 2.6336)  0.602
N (-2.8234, -0.8715, 1.5444)  0.081
C (-2.7312, 0.1664, 0.6908)  -0.453
O (-1.7347, 0.6423, 0.1483)  -0.089
C (-4.0680, 0.7781, 0.3198)  -0.116
C (-5.2496, 0.4209, 0.9613)  -0.042
C (-6.4493, 1.0234, 0.6080)  -0.111
C (-6.4743, 1.9867, -0.3936)  -0.118
C (-5.2951, 2.3483, -1.0331)  -0.082
C (-4.0965, 1.7486, -0.6760)  -0.004
H (-4.2666, -4.4562, 0.8948)  0.064
H (-2.5086, -4.6623, 0.8941)  0.057
H (-3.2205, -3.1646, 0.2777)  0.071
H (-3.3898, -4.0757, 3.1928)  0.102
H (-4.0684, -2.5889, 2.5170)  0.096
H (-1.4591, -4.1519, 3.9819)  0.101
H (-0.4486, -2.7075, 4.0868)  0.064
H (-0.3965, -4.7165, 1.7751)  0.058
H (0.8377, -4.5153, 3.0275)  0.071
H (0.5552, -3.2217, 1.8606)  0.044
H (-5.2091, -0.3341, 1.7350)  0.094
H (-7.3660, 0.7428, 1.1143)  0.086
H (-7.4114, 2.4548, -0.6735)  0.086
H (-5.3016, 3.1061, -1.8072)  0.094
H (-3.1658, 2.0296, -1.1529)  0.099
F (4.3006, 2.9225, -3.2194)  0.107
C (3.2125, 2.4079, -3.8253)  -0.674
F (2.1656, 3.1469, -3.5078)  0.149
F (3.4042, 2.4985, -5.1507)  0.112
S (3.1070, 0.6313, -3.3307)  0.580
O (3.0633, 0.5894, -1.8903)  -0.344
O (4.2820, 0.0853, -3.9579)  -0.292
N (1.7885, 0.2557, -4.1015)  -0.286
S (0.7584, -0.8935, -3.8504)  0.564
O (-0.2095, -0.8728, -4.9102)  -0.293
O (0.2856, -1.0774, -2.5015)  -0.354
C (1.7206, -2.4293, -4.1525)  -0.677
F (2.2276, -2.4480, -5.3925)  0.118
F (0.9167, -3.4952, -4.0194)  0.117
F (2.7246, -2.5498, -3.2861)  0.134

Calculated values
Kohn-Sham gap: 6.68 eV
net charge: -2
energy relative to the best compared isomer or geometry (same formula, charge and spin): 0.00 kcal/mol

Below is C15H28F2GaNO7PS3 as an isolated structure, with properties calculated with the ωB97M-V functional and the def2-TZVPD basis.

Last column: Löwdin charge in e.
Cartesian coordinates (Å):
C (5.0833, 3.0970, 0.5615)  -0.118
C (3.8978, 3.4528, -0.5505)  -0.278
N (2.8395, 2.3764, -0.6638)  -0.269
C (2.7539, 1.9136, -2.1011)  -0.301
C (1.6700, 0.6572, -2.3072)  -0.106
C (1.4988, 2.9104, -0.1525)  -0.946
S (0.7117, 4.0610, -1.1289)  0.648
S (0.9148, 2.2623, 1.5047)  0.755
C (-0.8291, 1.5835, 1.4353)  -0.498
C (-1.9008, 2.4999, 0.5967)  -0.365
C (-3.4672, 2.0364, 0.7335)  -0.353
Ga (-4.3573, 2.4988, -1.1210)  -0.096
S (-6.6324, 2.8464, -0.9605)  0.114
P (-3.7501, 0.7580, -2.5745)  0.632
C (-2.5811, -0.4259, -1.6351)  -0.394
O (-2.7403, 1.5327, -3.7869)  -0.501
H (5.7667, 4.0585, 0.6302)  0.075
H (5.7347, 2.1695, 0.2693)  0.072
H (4.5468, 2.9145, 1.5870)  0.073
H (3.4320, 4.4855, -0.1777)  0.112
H (4.3752, 3.6974, -1.6091)  0.123
H (3.8147, 1.4283, -2.3558)  0.127
H (2.6056, 2.7718, -2.8899)  0.098
H (0.6164, 1.0622, -2.6602)  0.064
H (1.6221, 0.1321, -1.2369)  0.085
H (2.1134, -0.1685, -3.0314)  0.078
H (-1.2241, 1.5642, 2.5617)  0.100
H (-0.8999, 0.4504, 1.0763)  0.079
H (-1.8177, 3.6636, 0.8306)  0.112
H (-1.6165, 2.3712, -0.5553)  0.045
H (-4.0501, 2.5616, 1.6206)  0.056
H (-3.5975, 0.8836, 0.8867)  0.004
H (-3.6643, 3.8891, -1.5748)  -0.075
H (-6.7666, 4.2698, -1.0442)  -0.221
H (-2.9449, -0.6316, -0.5414)  0.015
H (-1.5311, 0.1127, -1.5456)  0.023
H (-2.3939, -1.4519, -2.1751)  0.034
H (-1.9011, 1.7870, -3.2685)  0.021
C (-2.9927, -4.1647, 2.0695)  -0.076
C (-1.6016, -3.6547, 2.2320)  -0.324
O (-1.6490, -2.3748, 1.6434)  0.137
C (-2.9328, -1.9524, 1.8162)  -0.479
O (-3.2954, -0.7947, 1.6890)  0.113
O (-3.7644, -2.9837, 2.1573)  0.086
F (-0.7257, -4.4122, 1.5343)  0.068
H (-3.1601, -4.6359, 1.0951)  0.151
H (-3.2702, -4.8736, 2.8543)  0.144
H (-1.2737, -3.5691, 3.2735)  0.180
C (2.0693, -4.6253, 0.4160)  -0.086
C (2.7420, -3.9573, 1.5662)  -0.331
O (4.1137, -4.1175, 1.2841)  0.141
C (4.1928, -4.1656, -0.0753)  -0.501
O (5.2270, -4.0230, -0.7062)  0.142
O (2.9696, -4.3856, -0.6470)  0.078
F (2.4675, -4.5987, 2.7242)  0.074
H (1.9569, -5.7051, 0.5599)  0.150
H (1.0869, -4.1958, 0.2021)  0.128
H (2.5085, -2.8918, 1.6656)  0.182

Calculated values
Kohn-Sham gap: 5.23 eV
net charge: -1

Below is a 2-piece molecular cluster, C8H12 overall, with properties calculated with the ωB97M-V functional and the def2-TZVPD basis.

Last column: Löwdin charge in e.
Cartesian coordinates (Å):
C (0.3805, -0.7432, 1.2147)  0.012
C (0.9030, -0.7073, -0.0160)  -0.373
C (0.5618, -1.7905, -0.9604)  -0.081
C (1.5010, 0.6235, -0.5570)  -0.269
C (2.0975, 1.5004, 0.4837)  -0.032
C (2.9550, 0.9052, -0.3119)  0.010
H (0.6258, 0.0959, 1.8378)  0.038
H (-0.2206, -1.5214, 1.7574)  0.088
H (1.1242, -1.5704, -2.0244)  0.134
H (-0.5033, -1.5792, -1.2594)  0.083
H (0.7104, -2.6864, -0.4624)  0.044
H (0.8593, 1.0684, -1.4089)  0.148
H (1.8323, 1.9722, 1.3724)  0.081
H (4.0097, 0.9173, -0.6958)  0.113
C (-3.0900, -0.0058, 0.3325)  -0.088
C (-2.4772, 1.2267, 0.1727)  -0.075
H (-2.6647, -1.0367, 0.2790)  0.043
H (-4.2125, -0.1062, 0.2788)  0.043
H (-1.4155, 1.2286, 0.2455)  -0.012
H (-2.9768, 2.2091, -0.2785)  0.093

Calculated values
Kohn-Sham gap: 10.13 eV
net charge: 0
energy relative to the best compared isomer or geometry (same formula, charge and spin): 112.77 kcal/mol

Below is one molecule with the formula C4H7NS2, with properties calculated with the ωB97M-V functional and the def2-TZVPD basis.

Last column: Löwdin charge in e.
Cartesian coordinates (Å):
C (1.8667, -1.6322, -0.5703)  0.050
C (1.5282, -0.4989, 0.0178)  -0.395
C (2.5511, 0.3296, 0.6997)  -0.077
N (0.1149, -0.0014, -0.0508)  -0.500
S (-0.0612, 1.6818, -0.3401)  0.811
C (-0.9149, -0.8827, 0.0360)  -0.713
S (-2.5380, -0.5025, 0.2231)  0.566
H (2.9297, -1.9491, -0.4530)  0.084
H (1.1877, -2.3156, -1.1402)  0.087
H (2.6543, 1.2882, 0.2921)  0.041
H (2.2681, 0.4792, 1.7681)  0.111
H (3.4966, -0.1196, 0.6517)  0.063
H (-1.4018, 1.7323, -0.1185)  -0.171
H (-0.5390, -1.8689, 0.1293)  0.044

Calculated values
Kohn-Sham gap: 8.83 eV
net charge: 0
energy relative to the best compared isomer or geometry (same formula, charge and spin): 32.51 kcal/mol

Below is C16H24Cl3GeIrN2O as an isolated structure, with properties calculated with the ωB97M-V functional and the def2-TZVPD basis.

Last column: Löwdin charge in e.
Cartesian coordinates (Å):
Ir (-0.0827, -0.7614, -1.2421)  1.230
C (1.5575, -1.9946, -1.8274)  -0.124
C (2.3570, -0.9322, -2.3904)  -0.345
C (2.3572, -0.7004, -3.7794)  -0.022
C (3.0571, 0.3647, -4.2953)  -0.025
C (3.7475, 1.2244, -3.4366)  -0.006
C (3.7610, 1.0087, -2.0625)  -0.036
C (3.0755, -0.0685, -1.5374)  -0.033
H (1.8735, -2.3898, -0.8636)  0.091
H (1.1568, -2.7458, -2.5011)  0.076
H (1.8150, -1.3727, -4.4336)  0.134
H (3.0811, 0.5354, -5.3628)  0.126
H (4.2943, 2.0622, -3.8491)  0.127
H (4.3225, 1.6685, -1.4159)  0.123
H (3.1114, -0.2764, -0.4736)  0.120
Cl (-3.4088, -1.9547, 0.0875)  0.232
Ge (-1.9285, -2.3367, -1.3744)  -0.418
Cl (-2.7092, -2.1203, -3.3231)  0.272
Cl (-1.1230, -4.2666, -1.0602)  0.237
N (-0.0606, -0.9559, 0.6492)  -0.027
C (-0.2044, -0.8837, 1.8176)  -0.151
N (-0.3469, -0.8067, 3.0680)  -0.006
C (-1.6220, -1.2282, 3.7290)  -0.085
C (-2.2371, -0.0153, 4.4108)  -0.142
C (-1.1855, 0.8033, 5.1941)  -0.160
C (0.1451, 0.0637, 5.3197)  -0.168
C (0.7395, -0.2590, 3.9574)  -0.075
H (-1.3451, -2.0080, 4.4370)  0.142
H (-2.2687, -1.6633, 2.9698)  0.108
H (-3.0260, -0.3803, 5.0686)  0.129
H (-2.7221, 0.6079, 3.6588)  0.118
H (-1.5586, 1.0362, 6.1890)  0.123
H (-1.0174, 1.7618, 4.6989)  0.119
H (0.0298, -0.8497, 5.9053)  0.125
H (0.8738, 0.6761, 5.8506)  0.133
H (1.5256, -1.0109, 4.0204)  0.139
H (1.1299, 0.6346, 3.4709)  0.137
C (-2.2878, 1.4898, -1.6309)  -0.053
C (-1.4644, 1.2399, -2.8772)  -0.454
C (-0.9853, 2.5102, -3.5405)  -0.025
O (-0.2421, 0.4813, -2.5407)  -0.317
H (-3.1708, 2.0624, -1.9147)  0.112
H (-1.7268, 2.0845, -0.9062)  0.097
H (-2.6523, 0.5742, -1.1622)  0.019
H (-2.0008, 0.5946, -3.5757)  0.110
H (-0.4254, 3.1280, -2.8383)  0.097
H (-1.8508, 3.0768, -3.8852)  0.105
H (-0.3581, 2.2918, -4.4027)  0.091

Calculated values
Kohn-Sham gap (spin up / spin down): 6.02 / 6.02 eV
net charge: +2
energy relative to the best compared isomer or geometry (same formula, charge and spin): 11.33 kcal/mol